ORCA calculation (ωB97M-V with the def2-TZVPD basis set) on C34H37CuN4O2SSi as an isolated structure.

Geometry (Å):
Cu1 0.2012 -0.9889 0.4719
C1 -1.7386 -4.8663 0.3705
C2 -2.5685 -3.8903 -0.4111
C3 -3.2765 -4.3002 -1.5356
C4 -3.9986 -3.3969 -2.3025
C5 -4.0113 -2.0587 -1.9306
C6 -3.3150 -1.6107 -0.8158
C7 -3.3352 -0.1620 -0.4270
C8 -2.5811 -2.5309 -0.0409
N1 -1.7515 -2.0442 0.9571
C9 -1.8804 -2.4092 2.2191
O1 -2.7855 -3.0640 2.7705
C10 -0.7263 -1.9236 3.0908
C11 -0.7832 -1.9404 4.4762
C12 0.3305 -1.5080 5.1812
C13 1.4672 -1.0939 4.5016
C14 1.4424 -1.1036 3.1152
N2 0.3647 -1.5128 2.4567
C15 2.6410 -0.6627 2.2790
O2 3.7338 -0.5403 2.8643
N3 2.3461 -0.5109 1.0019
C16 3.3103 -0.0865 0.0889
C17 3.8278 1.2240 0.1187
C18 3.4448 2.1507 1.2332
C19 4.6570 1.6501 -0.9101
C20 4.9863 0.8152 -1.9685
C21 4.4962 -0.4815 -1.9800
C22 3.6769 -0.9473 -0.9593
C23 3.2133 -2.3769 -0.9438
H1 -1.7097 -5.8369 -0.1295
H2 -2.1343 -4.9851 1.3809
H3 -0.7155 -4.4954 0.4812
H4 -3.2466 -5.3488 -1.8172
H5 -4.5385 -3.7294 -3.1814
H6 -4.5635 -1.3359 -2.5229
H7 -3.7595 0.4494 -1.2252
H8 -2.3411 0.2194 -0.1816
H9 -3.9352 -0.0124 0.4753
H10 -1.6887 -2.2842 4.9555
H11 0.3116 -1.4898 6.2655
H12 2.3637 -0.7595 5.0028
H13 2.3620 2.1945 1.3543
H14 3.8186 3.1595 1.0449
H15 3.8466 1.7867 2.1808
H16 5.0341 2.6677 -0.8874
H17 5.6177 1.1715 -2.7745
H18 4.7534 -1.1519 -2.7945
H19 3.3700 -2.8481 -1.9166
H20 2.1597 -2.4456 -0.6744
H21 3.7577 -2.9515 -0.1888
C24 -2.3684 3.5100 -0.8667
Si1 -1.7685 3.3971 0.9643
C25 -0.9881 5.1231 1.2012
C26 -3.4283 3.4052 1.8978
C27 -0.6714 2.1258 1.5199
H22 -2.8096 4.4876 -1.0957
H23 -3.1192 2.7453 -1.0846
H24 -1.5293 3.3448 -1.5490
H25 -1.6820 5.9298 0.9462
H26 -0.1080 5.2294 0.5602
H27 -0.6621 5.2494 2.2349
H28 -4.0924 4.2064 1.5592
H29 -3.2526 3.5178 2.9694
H30 -3.9482 2.4557 1.7466
H31 -0.9933 1.0962 1.6592
H32 0.3902 2.2195 1.3088
S1 -0.1179 -1.4597 -4.0096
C28 -0.3355 -1.7067 -2.3086
N4 0.0669 -0.7507 -1.5409
C29 0.5696 0.3111 -2.2877
C30 1.0337 1.5065 -1.7432
C31 1.5114 2.4638 -2.6111
C32 1.5254 2.2445 -3.9951
C33 1.0495 1.0690 -4.5420
C34 0.5640 0.0985 -3.6674
H33 -0.7994 -2.6087 -1.9359
H34 0.9671 1.6653 -0.6731
H35 1.8778 3.4005 -2.2126
H36 1.9126 3.0145 -4.6514
H37 1.0553 0.9057 -5.6117

Computed properties:
HOMO-LUMO gap: 4.06 eV
total charge: -2
HOMO level: -0.106 eV



ORCA calculation (ωB97M-V with the def2-TZVPD basis set) on C34H37MoN4O4S3 as an isolated structure.

Geometry (Å):
Mo1 0.0771 0.5499 -0.2377
O1 -0.7845 1.4495 4.1078
C1 -2.0258 0.9005 4.2209
C2 -2.7137 0.9463 5.4307
C3 -3.9877 0.4218 5.5395
C4 -4.5969 -0.1546 4.4315
C5 -3.9118 -0.1961 3.2319
C6 -2.6232 0.3206 3.0982
C7 -1.9427 0.2584 1.7784
O2 -0.6507 0.2480 1.7392
N1 -2.7276 0.2763 0.7296
N2 -1.9533 0.3583 -0.3983
C8 -2.4625 0.3360 -1.6156
C9 -1.5611 0.4676 -2.6886
C10 -1.9541 0.5319 -4.0486
C11 -1.0204 0.6987 -5.0260
C12 0.3519 0.8101 -4.6759
C13 0.6853 0.7564 -3.3493
N3 -0.2157 0.5823 -2.3662
H1 -0.5936 1.9604 4.9023
H2 -2.2351 1.4057 6.2888
H3 -4.5045 0.4652 6.4889
H4 -5.5938 -0.5635 4.5011
H5 -4.3697 -0.6298 2.3549
H6 -3.5321 0.2368 -1.7649
H7 -3.0055 0.4496 -4.2885
H8 -1.3231 0.7554 -6.0617
H9 1.1175 0.9642 -5.4208
H10 1.7133 0.8514 -3.0139
O3 2.2340 0.0755 -0.5089
S1 3.6079 0.1435 0.1280
C14 4.2728 -1.5203 -0.1495
C15 3.3254 -2.6565 0.2288
C16 2.4720 -3.1894 -0.9232
C17 1.2977 -4.0184 -0.3801
S2 -0.2718 -3.0809 -0.3704
O4 0.1991 -1.6603 -0.3208
C18 -0.7849 -3.3903 -2.0480
C19 -1.6748 -4.4376 -2.2462
C20 -2.0888 -4.7279 -3.5366
C21 -1.6257 -3.9623 -4.5996
C22 -0.7532 -2.9065 -4.3827
C23 -0.3239 -2.6104 -3.0971
C24 3.4706 0.0558 1.9006
C25 2.3058 -0.3434 2.5267
C26 2.2535 -0.3387 3.9120
C27 3.3650 0.0380 4.6499
C28 4.5327 0.4282 4.0075
C29 4.5865 0.4515 2.6243
H11 5.1833 -1.5298 0.4538
H12 4.5706 -1.5543 -1.1987
H13 2.6712 -2.3166 1.0351
H14 3.9122 -3.4791 0.6496
H15 3.0753 -3.8017 -1.5967
H16 2.0930 -2.3460 -1.5023
H17 1.4657 -4.2969 0.6611
H18 1.1020 -4.9309 -0.9425
H19 -2.0528 -5.0049 -1.4059
H20 -2.7850 -5.5368 -3.7079
H21 -1.9613 -4.1833 -5.6039
H22 -0.4109 -2.2964 -5.2068
H23 0.3309 -1.7708 -2.9077
H24 1.4278 -0.6211 1.9670
H25 1.3259 -0.6023 4.3997
H26 3.3187 0.0427 5.7300
H27 5.3921 0.7411 4.5842
H28 5.4720 0.8130 2.1166
S3 2.1138 3.0311 1.3879
C30 0.8827 2.3406 0.5085
C31 -1.8717 3.6665 -1.5408
C32 -0.6594 3.9088 -0.6565
C33 0.4334 4.6418 -1.4319
C34 -1.0578 4.6900 0.5950
N4 -0.1131 2.6215 -0.2156
H29 -2.3032 4.6257 -1.8295
H30 -2.6320 3.0919 -1.0144
H31 -1.5972 3.1317 -2.4493
H32 0.0550 5.6074 -1.7681
H33 0.7268 4.0642 -2.3110
H34 1.3126 4.7986 -0.8072
H35 -1.4595 5.6638 0.3123
H36 -0.1940 4.8360 1.2419
H37 -1.8227 4.1482 1.1518

Computed properties:
HOMO-LUMO gap (alpha / beta): 5.45 / 6.50 eV
ΔE to the lowest compared entry with this formula, charge and spin: 0.00 kJ/mol
HOMO level (alpha / beta): -5.157 / -6.457 eV
2S+1: 4



ORCA calculation (ωB97M-V with the def2-TZVPD basis set) on C34H37N3O4RuSi as an isolated structure.

Geometry (Å):
Ru1 -0.5748 0.0677 0.2655
C1 -1.2296 2.4534 0.9726
C2 -1.7723 1.7371 2.0752
C3 -2.8503 0.9396 1.5995
C4 -2.9423 1.1113 0.2099
C5 -1.9673 2.0982 -0.1763
C6 -1.9344 2.7913 -1.4969
C7 -3.9596 0.5283 -0.7200
C8 -3.7275 0.1165 2.4808
C9 -1.3645 1.8376 3.5050
C10 -0.2035 3.5383 1.0575
H1 -0.9359 3.1438 -1.7568
H2 -2.5989 3.6625 -1.4848
H3 -2.2724 2.1412 -2.3035
H4 -4.5313 -0.2637 -0.2363
H5 -3.4926 0.0947 -1.6076
H6 -4.6698 1.2864 -1.0641
H7 -3.1675 -0.6654 2.9951
H8 -4.5263 -0.3695 1.9203
H9 -4.1997 0.7461 3.2401
H10 -1.5210 0.8962 4.0337
H11 -1.9525 2.6013 4.0253
H12 -0.3133 2.1050 3.6183
H13 0.3460 3.6425 0.1209
H14 0.5247 3.3444 1.8454
H15 -0.6701 4.5022 1.2844
O1 2.7663 -1.3490 6.4533
C11 3.1267 -0.4295 5.6978
O2 4.0693 0.3803 5.8030
C12 2.2986 -0.2855 4.4029
C13 2.5800 0.7190 3.4860
C14 1.8186 0.8343 2.3403
N1 0.7936 0.0197 2.0811
C15 0.5083 -0.9610 2.9575
C16 1.2395 -1.1419 4.1139
C17 -0.7025 -1.8046 2.6270
O3 -1.0358 -2.7436 3.3248
O4 -1.3633 -1.3955 1.5843
H16 3.4045 1.3861 3.6993
H17 2.0128 1.5906 1.5892
H18 0.9915 -1.9321 4.8085
C18 1.4055 2.3063 -5.4723
C19 2.5595 2.3217 -4.6992
C20 2.5485 1.8135 -3.4111
C21 1.3781 1.2793 -2.8457
C22 0.2354 1.2484 -3.6562
C23 0.2434 1.7591 -4.9457
Si1 1.3641 0.6692 -1.0943
C24 2.9552 -0.1656 -0.5904
C25 4.1250 0.5769 -0.3913
C26 5.2926 -0.0201 0.0598
C27 5.3107 -1.3786 0.3405
C28 4.1594 -2.1323 0.1673
C29 2.9973 -1.5314 -0.2946
H19 1.4168 2.7038 -6.4793
H20 3.4788 2.7299 -5.1019
H21 3.4664 1.8305 -2.8370
H22 -0.6730 0.8017 -3.2720
H23 -0.6590 1.7170 -5.5436
H24 -0.9493 0.0371 -1.3330
H25 4.1176 1.6488 -0.5609
H26 6.1785 0.5805 0.2223
H27 6.2119 -1.8448 0.7178
H28 4.1614 -3.1870 0.4113
H29 2.0972 -2.1304 -0.3864
C30 -4.3612 -3.6861 -1.3072
C31 -2.9124 -3.3910 -1.4961
C32 -2.0897 -3.5224 -2.5968
C33 -0.8265 -3.0543 -2.1737
N2 -0.8781 -2.6764 -0.9048
N3 -2.1481 -2.8751 -0.5206
C34 0.4321 -2.9159 -2.9649
H30 -4.7047 -4.3701 -2.0816
H31 -4.9673 -2.7796 -1.3664
H32 -4.5527 -4.1498 -0.3387
H33 -2.3623 -3.9011 -3.5677
H34 -2.3394 -2.6482 0.4522
H35 0.4150 -3.5605 -3.8439
H36 1.2966 -3.1907 -2.3619
H37 0.5753 -1.8868 -3.3043

Computed properties:
HOMO-LUMO gap (alpha / beta): 6.28 / 6.16 eV
ΔE to the lowest compared entry with this formula, charge and spin: 186.92 kJ/mol
total charge: -1
HOMO level (alpha / beta): -4.013 / -5.257 eV
2S+1: 6



ORCA calculation (ωB97M-V with the def2-TZVPD basis set) on C34H37N5O5S2SbV as an isolated structure in a non-equilibrium geometry.

Geometry (Å):
V1 1.5857 -0.8153 1.7434
O1 1.1834 2.7885 1.7178
C1 0.0045 2.4664 2.4257
C2 0.3154 1.8521 3.7675
N1 1.1321 0.6144 3.6915
C3 2.5912 0.9211 3.6728
C4 3.1867 0.0426 2.6115
O2 4.3811 -0.6368 2.9204
O3 2.9374 0.2943 1.3265
C5 0.7680 -0.3714 4.7482
C6 0.5999 -1.7797 4.2057
O4 -0.2197 -2.5326 4.6802
O5 1.4016 -2.0505 3.1964
H1 1.1670 2.3348 0.8636
H2 -0.6107 1.7698 1.8469
H3 -0.5835 3.3724 2.5990
H4 -0.6330 1.6038 4.2434
H5 0.8215 2.5925 4.3936
H6 3.0688 0.7324 4.6298
H7 2.7364 1.9615 3.3946
H8 -0.1662 -0.0921 5.2196
H9 1.5323 -0.4063 5.5263
C7 6.3357 -3.9126 -1.5238
C8 5.9582 -2.4794 -1.1688
N2 5.6744 -2.3187 0.2604
C9 4.4405 -2.3267 0.7891
S1 4.4099 -2.2689 2.5994
N3 3.4146 -2.4489 0.0101
N4 2.1339 -2.2804 0.5404
C10 1.2136 -3.1195 0.2118
C11 1.4732 -4.3449 -0.5806
C12 -0.1670 -2.7767 0.6646
C13 -1.2598 -3.5615 0.3754
C14 -2.5127 -3.1776 0.8378
C15 -2.6378 -2.0109 1.5623
C16 -1.4990 -1.2637 1.8007
N5 -0.3001 -1.6316 1.3611
H10 6.3234 -4.0508 -2.6064
H11 5.6239 -4.6157 -1.0829
H12 7.3339 -4.1643 -1.1615
H13 5.0697 -2.1718 -1.7091
H14 6.7607 -1.7896 -1.4217
H15 6.4323 -2.3637 0.9180
H16 2.5379 -4.4871 -0.7171
H17 1.0014 -4.2626 -1.5636
H18 1.0537 -5.2158 -0.0724
H19 -1.1328 -4.4730 -0.1948
H20 -3.3805 -3.7922 0.6346
H21 -3.5952 -1.6807 1.9445
H22 -1.5415 -0.3419 2.3680
S2 0.5318 0.5793 -0.6949
Sb1 -1.4195 1.4120 -1.5173
C17 -3.1862 0.2932 -1.3594
C18 -4.3734 0.8855 -0.9310
C19 -5.5432 0.1328 -0.9106
C20 -5.5253 -1.1941 -1.3225
C21 -4.3398 -1.7776 -1.7570
C22 -3.1670 -1.0372 -1.7723
C23 -1.8811 3.3199 -0.7788
C24 -1.5650 4.4319 -1.5559
C25 -1.8721 5.7040 -1.0878
C26 -2.4937 5.8628 0.1438
C27 -2.8056 4.7529 0.9203
C28 -2.4982 3.4793 0.4627
C29 -1.1858 1.6400 -3.5851
C30 -2.2048 1.2607 -4.4560
C31 -2.0292 1.4273 -5.8250
C32 -0.8478 1.9723 -6.3125
C33 0.1657 2.3542 -5.4393
C34 0.0033 2.1844 -4.0717
H23 -4.4029 1.9250 -0.6297
H24 -6.4693 0.5882 -0.5805
H25 -6.4402 -1.7740 -1.3136
H26 -4.3300 -2.8095 -2.0879
H27 -2.2425 -1.4986 -2.1047
H28 -1.0841 4.3178 -2.5213
H29 -1.6263 6.5707 -1.6897
H30 -2.7387 6.8555 0.5001
H31 -3.2863 4.8796 1.8826
H32 -2.7346 2.6208 1.0826
H33 -3.1323 0.8459 -4.0796
H34 -2.8168 1.1324 -6.5100
H35 -0.7129 2.0956 -7.3801
H36 1.0852 2.7798 -5.8244
H37 0.8043 2.4567 -3.3934

Computed properties:
HOMO-LUMO gap (alpha / beta): 7.50 / 7.02 eV
ΔE to the lowest compared entry with this formula, charge and spin: 246.18 kJ/mol
total charge: +1
HOMO level (alpha / beta): -10.810 / -10.377 eV
2S+1: 2



ORCA calculation (ωB97M-V with the def2-TZVPD basis set) on C34H38AsF6N6O2SY as an isolated structure in a non-equilibrium geometry.

Geometry (Å):
Y1 -0.1291 0.2576 0.0377
C1 -0.6845 -1.2160 4.1547
N1 -1.2271 -0.7195 2.9034
C2 -2.4967 -0.7067 2.7824
C3 -3.1492 -0.2587 1.5832
C4 -4.5127 -0.1760 1.3096
C5 -4.6102 0.2542 -0.0277
C6 -3.3049 0.3977 -0.4795
N2 -2.4133 0.1152 0.5037
C7 0.4173 -2.2396 3.9925
C8 1.3823 -2.1266 2.9955
C9 2.4098 -3.0485 2.8912
C10 2.4929 -4.0989 3.7936
C11 1.5454 -4.2139 4.7973
C12 0.5177 -3.2894 4.8955
H1 -1.4866 -1.6322 4.7813
H2 -0.2687 -0.3655 4.7148
H3 -3.1564 -1.0591 3.5871
H4 -5.3150 -0.3949 1.9950
H5 -5.5079 0.4299 -0.5984
H6 -2.9550 0.6681 -1.4608
H7 1.3360 -1.3072 2.2919
H8 3.1410 -2.9434 2.0998
H9 3.2889 -4.8265 3.7094
H10 1.6021 -5.0301 5.5059
H11 -0.2240 -3.3938 5.6788
C13 4.1747 -2.7698 -1.8285
C14 2.8583 -2.4283 -2.0932
C15 2.2062 -1.4737 -1.3274
C16 2.8548 -0.8422 -0.2659
C17 4.1881 -1.1757 -0.0192
C18 4.8313 -2.1314 -0.7858
N3 2.1888 0.1667 0.5187
N4 3.1151 0.9726 1.0277
C19 2.9476 2.0159 1.7841
C20 4.1921 2.7188 2.0426
C21 4.3030 3.8094 2.8196
C22 3.1275 4.2880 3.5131
C23 1.9296 3.7293 3.3261
C24 1.6616 2.5934 2.3604
H12 4.6813 -3.5136 -2.4277
H13 2.3305 -2.8901 -2.9183
H14 1.1903 -1.2310 -1.6247
H15 4.7122 -0.6904 0.7894
H16 5.8616 -2.3776 -0.5630
H17 5.0516 2.2873 1.5471
H18 5.2562 4.2932 2.9758
H19 3.2239 5.0894 4.2350
H20 1.0771 4.0648 3.9079
C25 -1.6034 1.9786 -3.3458
C26 -0.4052 1.0444 -3.1791
O1 -0.5298 0.2197 -2.0985
C27 -0.2973 0.1294 -4.4167
F1 0.7777 -0.6821 -4.3498
F2 -0.2396 0.8109 -5.5813
F3 -1.3876 -0.6714 -4.4917
C28 0.9079 1.9052 -3.0753
F4 1.6977 1.4633 -2.0792
F5 1.6456 1.8991 -4.1971
F6 0.6459 3.2017 -2.7991
H21 -2.4985 1.3792 -3.5078
H22 -1.4869 2.6615 -4.1871
H23 -1.7225 2.5577 -2.4319
S1 -0.5051 -2.5987 0.3972
C29 -1.7785 -2.7649 -0.7163
N5 -1.6353 -2.8730 -2.0390
C30 -2.9124 -2.9219 -2.7356
C31 -3.9288 -2.8432 -1.5735
N6 -3.0715 -2.8514 -0.3946
H24 -0.7525 -2.6662 -2.4717
H25 -3.0092 -3.8550 -3.2930
H26 -3.0049 -2.0840 -3.4242
H27 -4.6064 -3.6973 -1.5686
H28 -4.5122 -1.9217 -1.5969
H29 -3.3724 -2.5213 0.5098
C32 0.7919 1.5692 3.0733
As1 0.6558 3.4857 0.9160
C33 1.9713 4.3499 -0.1682
C34 -0.5470 4.7968 1.6325
O2 -0.2939 2.4393 -0.0078
H30 1.3712 1.1498 3.8988
H31 0.4654 0.7023 2.4889
H32 -0.1163 2.0185 3.4856
H33 2.6262 4.9226 0.4897
H34 1.4830 5.0007 -0.8919
H35 2.5446 3.5813 -0.6827
H36 -0.0035 5.5696 2.1714
H37 -1.2650 4.3044 2.2865
H38 -1.0771 5.2315 0.7853

Computed properties:
HOMO-LUMO gap: 6.96 eV
ΔE to the lowest compared entry with this formula, charge and spin: 48.33 kJ/mol
HOMO level: -6.880 eV